No. 1
The following is a quantum chemistry calculation of the molecule C7H11NO, from the Open Molecules 2025 dataset.

Calculated values
HOMO level, eV: -9.1
Net charge: 0
Structure (SMILES): C=C[C@@]12CCO[C@H]1CN2
Relative energy (zero: lowest compared OMol25 entry of this formula, charge and spin), kcal per mole: 107.7
E_LUMO, eV: 1.0
Kohn-Sham gap, hartree: 0.369

Last column: natural (NBO) charge in e.
Positions of all 20 atoms, in Å:
C: 1.4649 -0.6884 -1.5894  -0.4072
C: 0.7210 -1.2529 -0.6436  -0.1898
C: -0.3449 -0.5968 0.3108  0.0513
C: 0.3447 -0.2806 1.7110  -0.4308
C: 1.0772 1.0624 1.3463  -0.0844
O: 0.6674 1.4834 0.0328  -0.5289
C: -0.6060 0.8333 -0.1131  0.0626
C: -1.6402 0.2381 -1.0526  -0.2344
N: -1.6474 -0.9822 -0.1665  -0.5914
H: 1.7525 -1.4117 -2.3959  0.1979
H: 1.6960 0.3138 -1.6719  0.2126
H: 0.5484 -2.3422 -0.6996  0.2029
H: 1.0329 -1.1128 2.0139  0.2227
H: -0.5561 -0.2297 2.3682  0.2075
H: 2.1602 0.9001 1.2905  0.2022
H: 0.8042 1.7760 2.1332  0.1798
H: -1.1769 1.3421 0.6674  0.1478
H: -1.2406 -0.1656 -2.0145  0.2205
H: -2.6022 0.8641 -1.1491  0.2065
H: -2.3257 -0.8165 0.5442  0.3527



No. 2
The following is a quantum chemistry calculation of the ion C29H26F2NO with charge +1, from the Open Molecules 2025 dataset.

Calculated values
HOMO level, eV: -11.3
Net charge: +1
Structure (SMILES): CC(=O)/[NH+]=C(/CC(c1ccc(C)c(F)c1)c1ccc(C)c(F)c1)c1ccc2ccccc2c1
Relative energy (zero: lowest compared OMol25 entry of this formula, charge and spin), kcal per mole: 0.0
E_LUMO, eV: -5.8
Kohn-Sham gap, hartree: 0.201

Last column: natural (NBO) charge in e.
Positions of all 59 atoms, in Å:
C: -3.6810 2.4329 -1.8474  -0.7272
C: -2.3037 1.8668 -1.6549  0.6915
O: -1.7690 1.1336 -2.4800  -0.5736
N: -1.7001 2.1898 -0.4351  -0.7060
C: -0.5126 1.6305 -0.0248  0.5676
C: -0.5792 0.8556 1.2879  -0.4895
C: -1.1761 -0.5409 1.4406  -0.2232
C: -0.6581 -1.5098 0.3622  -0.0247
C: -1.2333 -1.3528 -0.9024  -0.2242
C: -0.6997 -1.9224 -2.0443  -0.1724
C: 0.3653 -2.8278 -1.9278  -0.0999
C: 0.9918 -3.4447 -3.1245  -0.6309
C: 0.8235 -3.1140 -0.6427  0.4642
F: 1.8238 -4.0530 -0.5160  -0.3343
C: 0.2907 -2.5335 0.5061  -0.2952
C: -1.1705 -1.1401 2.8853  -0.0338
C: -2.3628 -1.0893 3.6214  -0.1617
C: -2.4642 -1.5918 4.9203  -0.2011
C: -1.3828 -2.2284 5.5382  -0.0892
C: -1.4109 -2.7458 6.9437  -0.6363
C: -0.2263 -2.3109 4.7763  0.4731
F: 0.8302 -2.9906 5.3256  -0.3342
C: -0.0836 -1.7840 3.4927  -0.3157
C: 0.6778 2.0594 -0.7062  -0.1203
C: 1.9873 2.0458 -0.0901  -0.1612
C: 3.1423 2.2831 -0.8215  -0.1883
C: 3.1375 2.5399 -2.2192  -0.0057
C: 4.3052 2.5772 -3.0194  -0.1965
C: 4.2280 2.7177 -4.3951  -0.1192
C: 2.9739 2.9024 -5.0144  -0.2112
C: 1.8161 2.9367 -4.2440  -0.1504
C: 1.8492 2.7247 -2.8308  -0.0258
C: 0.6824 2.6167 -2.0228  -0.0085
H: -3.7219 3.5286 -1.7696  0.2453
H: -4.0060 2.1428 -2.8534  0.2660
H: -4.3764 1.9933 -1.1136  0.2487
H: -2.2589 2.7629 0.1955  0.4400
H: 0.4231 0.8614 1.7236  0.2392
H: -1.1932 1.4835 1.9560  0.2526
H: -2.2576 -0.4906 1.2025  0.2231
H: -2.1166 -0.7192 -0.9772  0.2037
H: -1.0920 -1.6486 -3.0346  0.2304
H: 0.3991 -3.1595 -4.0024  0.2184
H: 2.0198 -3.0854 -3.2820  0.2287
H: 1.0302 -4.5405 -3.0537  0.2388
H: 0.6052 -2.9157 1.4714  0.2352
H: -3.2555 -0.6746 3.1529  0.2014
H: -3.3883 -1.4896 5.4921  0.2247
H: -2.3659 -2.4844 7.4169  0.2219
H: -1.2970 -3.8405 7.0004  0.2393
H: -0.6160 -2.3157 7.5764  0.2371
H: 0.8571 -1.9354 2.9765  0.2287
H: 2.0558 1.8425 0.9838  0.2291
H: 4.1190 2.2184 -0.3330  0.2378
H: 5.2661 2.4605 -2.5206  0.2325
H: 5.1292 2.6868 -5.0005  0.2391
H: 2.9256 2.9930 -6.1031  0.2416
H: 0.8436 3.0816 -4.7233  0.2298
H: -0.2393 2.9114 -2.5179  0.2308



No. 3
The following is a quantum chemistry calculation of a structure of composition C3H6BrNS, from the Open Molecules 2025 dataset.

Calculated values
HOMO level, eV: -7.8
Net charge: 0
Relative energy (zero: lowest compared OMol25 entry of this formula, charge and spin), kcal per mole: 43.4
E_LUMO, eV: 0.2
Kohn-Sham gap, hartree: 0.294

Last column: natural (NBO) charge in e.
Positions of all 12 atoms, in Å:
C: -1.4128 -0.0959 -0.0190  0.1677
C: 0.6523 0.3609 -1.0984  -0.4324
C: 0.6480 -0.2892 1.2580  -0.4289
N: -0.1204 -0.0143 0.0641  -0.4055
S: -2.3053 0.2868 -2.0766  -0.4513
Br: -2.5261 -0.5493 1.3680  0.1760
H: 1.5771 -0.2114 -1.1253  0.2044
H: 0.0509 0.1670 -1.9890  0.2830
H: 0.8817 1.4275 -1.0662  0.2174
H: 1.4901 0.3989 1.3048  0.2205
H: 0.0384 -0.1671 2.1502  0.2286
H: 1.0259 -1.3138 1.2294  0.2205



No. 4
The following is a quantum chemistry calculation of a cluster of 2 separate species, C6H13NO in total, from the Open Molecules 2025 dataset.

Calculated values
HOMO level, eV: -7.9
Net charge: 0
Structure (SMILES): C=C/C(=C\N)CC.O
Relative energy (zero: lowest compared OMol25 entry of this formula, charge and spin), kcal per mole: 129.4
E_LUMO, eV: 0.2
Kohn-Sham gap, hartree: 0.296

Last column: natural (NBO) charge in e.
Positions of all 21 atoms, in Å:
C: -0.7267 -1.2799 1.4275  -0.5997
C: -0.3638 -1.3333 0.0314  -0.1305
C: 0.4716 -0.2405 -0.5044  -0.1784
C: 0.0645 0.3812 -1.6382  0.0378
N: -1.2620 0.3915 -1.9985  -0.8084
C: 1.9340 -0.0519 -0.0099  -0.4095
C: 2.1614 0.4379 1.3978  -0.6310
H: -1.5746 -1.8828 1.7299  0.1916
H: 0.3407 -1.7952 1.2433  0.2874
H: -0.9682 -1.7283 -0.8000  0.1935
H: 0.6203 1.0793 -2.2720  0.2009
H: -1.9868 0.1007 -1.3678  0.4009
H: -1.6127 0.7274 -2.8762  0.3924
H: 2.4457 -1.0040 -0.2441  0.2009
H: 2.3208 0.5670 -0.8520  0.2052
H: 3.1188 0.1326 1.7723  0.2126
H: 1.5161 -0.1439 2.0502  0.2323
H: 1.9188 1.4880 1.5984  0.2127
O: -2.0416 1.2480 1.0112  -0.9489
H: -1.7492 0.3210 1.1162  0.4719
H: -1.2155 1.6684 0.7601  0.4662